Record 1
{
  "formula": "C32H60BCl15FNO7P",
  "method": "the ωB97M-V functional and the def2-TZVPD basis",
  "homo_ev": -5.9,
  "lumo_ev": 1.8,
  "total_charge": -1,
  "e_tot_ev": -250505.561,
  "orbital_gap_ha": 0.284,
  "species": ["C", "C", "B", "P", "O", "O", "O", "O", "C", "C", "C", "C", "Cl", "C", "C", "C", "C", "O", "C", "C", "C", "O", "N", "C", "C", "C", "F", "C", "C", "O", "H", "H", "H", "H", "H", "H", "H", "H", "H", "H", "H", "H", "H", "H", "H", "H", "H", "H", "H", "H", "H", "H", "H", "H", "H", "H", "H", "H", "H", "H", "H", "H", "Cl", "C", "C", "Cl", "H", "H", "H", "H", "Cl", "C", "C", "Cl", "H", "H", "H", "H", "Cl", "C", "C", "Cl", "H", "H", "H", "H", "Cl", "C", "C", "Cl", "H", "H", "H", "H", "Cl", "C", "C", "Cl", "H", "H", "H", "H", "Cl", "C", "C", "Cl", "H", "H", "H", "H", "Cl", "C", "C", "Cl", "H", "H", "H", "H"],
  "xyz": [[0.27123, -1.24638, 3.05992], [0.40364, -0.67304, 1.98420], [0.67444, 0.22835, 0.67890], [2.56160, -0.11800, 0.22801], [2.74920, -1.55674, -0.06261], [3.54162, 0.28740, 1.45152], [3.11501, 0.70619, -1.07227], [0.24601, 1.61449, 0.90590], [-0.37417, 2.11591, -0.19991], [-1.58454, 3.08401, 0.11891], [-1.97258, 3.11450, 1.60483], [-3.48836, 3.24542, 1.70374], [-4.03599, 3.21189, 3.40841], [0.55872, 2.85369, -1.15463], [1.74743, 3.53456, -0.48269], [1.45430, 4.30620, 0.81632], [2.10408, 5.68385, 0.85419], [1.29772, 6.64294, 0.15233], [-1.05178, 0.81492, -0.82378], [-2.32002, 0.36306, -0.07796], [-2.69730, -1.08946, -0.29750], [-2.30081, -1.78103, -1.19144], [-3.66165, -1.65653, 0.65085], [-2.97874, -1.98510, 1.90244], [-4.71473, -0.68438, 0.96803], [-1.31803, 0.81234, -2.33375], [-1.63110, 2.09555, -2.78755], [-0.20939, 0.20949, -3.18976], [-0.59792, -1.13675, -3.77583], [-0.10643, -0.17663, -0.48818], [0.11018, -1.48533, 4.06775], [4.41044, -0.07034, 1.22548], [2.85507, 0.25600, -1.87944], [-2.41956, 2.91485, -0.54776], [-1.22506, 4.08083, -0.10992], [-1.69167, 2.21199, 2.13404], [-1.49951, 3.96455, 2.07404], [-3.91979, 2.42975, 1.14655], [-3.76885, 4.19064, 1.26267], [0.03777, 3.54550, -1.79606], [0.97689, 2.11240, -1.83301], [2.56692, 2.85602, -0.29943], [2.12739, 4.26182, -1.19991], [0.40472, 4.45708, 1.02322], [1.89708, 3.74547, 1.63268], [3.11018, 5.67959, 0.45571], [2.11593, 5.98690, 1.90041], [0.65984, 6.97171, 0.78301], [-3.15839, 0.94877, -0.45236], [-2.21106, 0.52932, 0.98809], [-2.21809, -2.73625, 1.74076], [-3.66450, -2.37321, 2.64875], [-2.47685, -1.10919, 2.32349], [-5.01346, -0.10526, 0.10108], [-5.59497, -1.21586, 1.30873], [-4.41931, 0.01926, 1.75190], [-2.20524, 0.22909, -2.53735], [-0.07985, 0.87379, -4.04762], [0.74614, 0.16974, -2.68633], [0.04065, -1.34240, -4.62938], [-1.61070, -1.11833, -4.15971], [-0.47982, -1.94034, -3.06404], [3.87908, -7.32891, -0.27752], [4.09242, -5.55485, -0.15754], [3.12133, -4.79801, -1.01956], [3.45583, -5.02324, -2.76243], [5.12133, -5.32606, -0.42204], [3.93480, -5.28682, 0.88503], [3.19833, -3.72723, -0.81505], [2.09599, -5.10530, -0.83408], [1.05647, -7.91877, -7.70555], [2.38633, -7.84888, -6.51272], [2.22141, -6.72061, -5.53057], [2.42792, -5.12507, -6.29948], [3.32080, -7.76118, -7.06171], [2.38445, -8.79701, -5.98423], [2.97822, -6.79976, -4.75369], [1.24300, -6.74055, -5.05813], [0.81674, 3.25458, -4.55068], [0.49307, 4.72627, -5.49382], [-0.91789, 4.75493, -6.02209], [-1.18986, 3.52456, -7.28396], [1.22145, 4.78215, -6.29937], [0.65047, 5.57298, -4.82656], [-1.12059, 5.72379, -6.47643], [-1.64080, 4.58577, -5.22790], [-6.57483, 4.41567, 7.34444], [-4.89971, 3.96255, 6.92241], [-4.37862, 2.84993, 7.79181], [-4.14000, 3.37757, 9.47955], [-4.28258, 4.85345, 7.00174], [-4.90743, 3.63988, 5.88423], [-3.41055, 2.51659, 7.42233], [-5.05642, 1.99999, 7.80114], [7.03611, 0.24611, 1.04645], [6.73235, 1.88863, 0.42263], [7.46661, 2.94233, 1.21061], [6.82008, 3.12728, 2.86089], [5.65699, 2.05488, 0.43407], [7.07158, 1.90201, -0.61175], [7.35780, 3.90708, 0.71768], [8.52621, 2.71245, 1.29086], [-9.44164, 1.65311, 12.51923], [-7.99823, 2.59738, 12.06194], [-7.88212, 2.78004, 10.57153], [-7.51185, 1.25431, 9.73271], [-7.12578, 2.09258, 12.46833], [-8.09108, 3.56979, 12.54261], [-7.06634, 3.46688, 10.34738], [-8.79766, 3.18250, 10.14569], [4.74503, -12.81989, -7.45644], [4.58501, -11.10278, -7.90738], [5.36093, -10.19812, -6.98468], [4.65848, -10.14333, -5.34829], [3.52648, -10.85365, -7.91094], [4.96658, -11.00401, -8.92220], [5.34330, -9.18012, -7.37181], [6.39707, -10.51314, -6.89339]],
  "forces_ev_per_angstrom": [[0.2, 1.5, -2.1], [0.0, -0.6, 1.6], [-0.8, 0.1, 0.1], [-0.3, -1.1, 0.2], [0.2, -0.8, -0.4], [0.0, 0.9, -0.6], [0.3, 0.7, 0.4], [0.7, 0.2, 1.1], [-2.9, 0.2, -1.3], [1.4, 0.4, 1.1], [-1.0, -0.3, -0.4], [1.1, 0.3, -0.2], [-0.2, 0.0, -0.1], [1.0, -1.0, -0.1], [-0.5, 0.9, 0.1], [1.1, 0.1, -0.2], [-1.3, -0.2, 0.6], [0.6, 0.1, -0.5], [1.0, -0.8, 0.7], [-0.1, 0.5, -0.6], [-0.3, -0.6, 0.0], [0.0, 0.1, 0.1], [0.0, 0.9, 0.0], [0.4, -0.1, -0.1], [0.0, -0.1, 0.0], [0.6, -0.7, -0.1], [-0.2, 0.6, 0.1], [-0.3, 0.4, -0.8], [0.6, -0.1, -0.1], [0.7, -0.4, -0.7], [-0.1, -0.5, 0.6], [0.3, -0.1, 0.3], [0.0, -0.3, -0.1], [-0.2, -0.2, -0.1], [-0.2, 0.3, -0.2], [0.4, -0.1, 0.0], [0.2, 0.1, 0.4], [-0.5, -0.2, 0.1], [-0.5, 0.2, 0.0], [-0.4, 0.2, 0.0], [0.2, 0.0, -0.2], [0.0, -0.3, 0.0], [0.1, 0.1, -0.2], [-0.2, -0.1, 0.1], [-0.3, -0.2, 0.3], [0.2, 0.1, -0.2], [0.5, 0.1, 0.2], [-0.2, 0.1, 0.0], [-0.3, 0.1, 0.2], [0.0, 0.1, 0.2], [0.2, -0.2, -0.2], [-0.4, 0.0, -0.1], [0.0, 0.1, 0.2], [0.0, 0.0, -0.3], [-0.2, -0.2, 0.2], [0.0, 0.1, 0.1], [-0.3, -0.1, 0.0], [-0.1, 0.2, 0.1], [0.1, -0.2, 0.3], [0.2, -0.2, -0.1], [-0.3, 0.0, 0.1], [-0.2, -0.2, 0.2], [0.0, -0.1, 0.0], [0.0, 0.1, 0.1], [-0.1, 0.3, 0.1], [0.0, 0.0, 0.0], [0.0, -0.1, -0.1], [-0.1, 0.0, 0.0], [0.0, 0.0, 0.0], [0.0, -0.1, -0.1], [0.0, 0.0, -0.1], [0.0, 0.0, 0.0], [0.0, 0.0, 0.0], [0.0, 0.0, 0.0], [0.0, 0.1, 0.0], [-0.1, 0.0, 0.0], [0.0, 0.0, 0.0], [0.0, 0.0, 0.0], [0.1, 0.1, -0.2], [0.1, 0.1, 0.0], [-0.1, 0.1, 0.0], [0.0, 0.0, 0.0], [0.0, -0.1, 0.0], [-0.1, 0.0, 0.0], [0.0, 0.0, 0.0], [0.0, -0.1, 0.0], [0.0, 0.0, 0.0], [0.1, 0.0, -0.1], [0.0, -0.1, -0.1], [0.0, 0.0, 0.1], [0.0, 0.0, 0.1], [-0.1, 0.0, 0.0], [0.0, 0.1, 0.0], [-0.1, 0.0, 0.1], [0.0, 0.0, 0.0], [-0.1, 0.1, -0.1], [0.1, 0.1, 0.0], [0.0, 0.0, 0.0], [0.0, 0.0, 0.1], [0.0, 0.0, 0.0], [-0.1, 0.0, 0.0], [0.0, -0.1, 0.1], [0.0, 0.0, 0.0], [0.1, 0.1, 0.0], [0.1, 0.2, -0.1], [0.0, -0.1, 0.0], [0.0, -0.1, 0.0], [0.0, 0.0, 0.0], [0.0, 0.0, 0.0], [0.0, -0.1, 0.0], [0.0, 0.0, 0.0], [0.0, 0.1, -0.1], [0.0, 0.1, 0.0], [0.1, -0.1, 0.1], [0.0, 0.0, 0.1], [0.0, 0.0, 0.0], [0.0, 0.0, 0.0], [0.0, -0.1, 0.0]]
}



Record 2
{
  "formula": "C44H44Br2F5N3O4PbS2",
  "method": "the ωB97M-V functional and the def2-TZVPD basis",
  "homo_ev": -6.9,
  "lumo_ev": -0.1,
  "total_charge": 0,
  "e_tot_ev": -239587.357,
  "orbital_gap_ha": 0.251,
  "species": ["Pb", "C", "C", "C", "C", "C", "C", "C", "C", "C", "C", "H", "H", "H", "H", "H", "H", "H", "H", "H", "H", "H", "H", "H", "H", "C", "C", "C", "C", "C", "C", "Br", "C", "C", "Br", "C", "O", "C", "N", "H", "H", "H", "H", "H", "H", "O", "S", "C", "C", "C", "C", "S", "O", "C", "C", "C", "C", "C", "C", "C", "C", "C", "C", "C", "C", "H", "H", "H", "H", "H", "H", "H", "H", "H", "H", "H", "H", "H", "H", "H", "H", "H", "H", "C", "N", "C", "N", "O", "H", "H", "H", "H", "H", "H", "F", "C", "C", "C", "F", "C", "F", "C", "F", "C", "F"],
  "xyz": [[2.43230, -9.92511, 18.14658], [1.63364, -14.84715, 19.24018], [2.19140, -14.29405, 17.96219], [3.69474, -14.02497, 18.11214], [1.44677, -13.07434, 17.43649], [1.97680, -12.42344, 16.31361], [1.25362, -11.39331, 15.65458], [-0.04062, -10.98902, 16.09514], [-0.86782, -10.07014, 15.25826], [-0.48620, -11.57331, 17.26849], [0.24032, -12.59238, 17.91691], [1.96469, -15.86729, 19.40194], [0.56499, -14.96802, 19.19072], [1.89222, -14.19760, 20.12351], [2.10267, -15.06233, 17.16178], [3.83253, -13.30310, 18.89585], [4.01070, -13.64917, 17.14667], [4.17578, -14.99748, 18.30610], [2.98405, -12.68284, 15.89845], [1.69580, -10.85404, 14.79848], [-1.16597, -10.62591, 14.36332], [-0.28076, -9.22707, 14.97129], [-1.69696, -9.66310, 15.80993], [-1.48940, -11.33064, 17.65070], [-0.15832, -13.01170, 18.84302], [-0.81835, -8.37604, 19.41129], [-0.51969, -7.67176, 18.13037], [-1.29527, -6.48982, 17.77594], [-0.94331, -5.79334, 16.65767], [0.17287, -6.18757, 15.85678], [0.63567, -5.52210, 14.69253], [-0.27565, -3.98196, 14.05704], [1.76203, -5.97894, 14.05743], [2.48716, -7.04722, 14.56595], [4.03604, -7.60178, 13.62545], [2.10758, -7.77318, 15.70781], [2.80531, -8.74250, 16.24968], [0.87136, -7.34104, 16.29785], [0.52317, -8.03177, 17.41886], [-1.81749, -8.75224, 19.49235], [-0.60922, -7.77034, 20.31290], [-0.15689, -9.20899, 19.50912], [-2.11786, -6.17827, 18.44842], [-1.56017, -4.95054, 16.41029], [2.15868, -5.44319, 13.24162], [0.72486, -6.56223, 21.76187], [2.02347, -6.07728, 22.39192], [2.89930, -7.61834, 22.75556], [2.04327, -8.60733, 23.48689], [2.06115, -9.95374, 22.76049], [3.44444, -10.57941, 22.82662], [3.40559, -12.17371, 21.92360], [3.17873, -11.73672, 20.51121], [5.08898, -12.65418, 22.04197], [5.93712, -12.13986, 21.08982], [7.22334, -12.60550, 20.89616], [7.63577, -13.67732, 21.67663], [6.81690, -14.23507, 22.64900], [5.54302, -13.70043, 22.86639], [3.12016, -5.48072, 21.16753], [3.10241, -6.14395, 19.87610], [4.29512, -6.48128, 18.98113], [5.26735, -4.10195, 19.72846], [4.14418, -3.36794, 20.41519], [3.24944, -4.04680, 21.18201], [3.76132, -7.33708, 23.33019], [3.26601, -7.97420, 21.77576], [1.03340, -8.25648, 23.60034], [2.45752, -8.73189, 24.46525], [1.77323, -9.85652, 21.71161], [1.38050, -10.67751, 23.15906], [3.70566, -10.87540, 23.85351], [4.26226, -9.96485, 22.41112], [5.55089, -11.39580, 20.44870], [7.87012, -12.13295, 20.17918], [8.61932, -14.12299, 21.60317], [7.14925, -15.05461, 23.26864], [4.94838, -14.17448, 23.60853], [1.37273, -7.01342, 20.31062], [4.72705, -7.36378, 18.58937], [5.81258, -3.35889, 19.11461], [4.19598, -2.30895, 20.41180], [2.73690, -3.44525, 21.91950], [6.24452, -4.76493, 20.71043], [4.80070, -5.10316, 18.71394], [3.41021, -5.42592, 18.50917], [2.81851, -5.09737, 17.34719], [2.17577, -7.17233, 19.69108], [6.79804, -4.01927, 21.24349], [6.92344, -5.36997, 20.11380], [5.69988, -5.38750, 21.45829], [5.31454, -5.06748, 17.84181], [2.63331, -5.87646, 16.77038], [2.00379, -4.56175, 17.54865], [4.87071, -9.28013, 19.85810], [5.54352, -9.72570, 18.73420], [4.81464, -10.20652, 17.70333], [5.50982, -10.56645, 16.58073], [4.88962, -11.06984, 15.47094], [6.89911, -10.50986, 16.51394], [7.55592, -10.81960, 15.38653], [7.59434, -10.09649, 17.60553], [8.92642, -10.08788, 17.61996], [6.92585, -9.66912, 18.74390], [7.58731, -9.30426, 19.86166]],
  "forces_ev_per_angstrom": [[0.0, -0.1, -0.2], [-0.1, 0.2, 1.0], [0.1, 0.0, -0.4], [-0.8, -0.9, -0.7], [0.4, 0.1, -0.5], [0.2, 1.1, -1.2], [0.0, 0.0, 0.4], [1.3, -0.9, 0.1], [0.3, -0.5, 0.1], [-0.5, -0.6, 0.3], [-0.4, 0.2, 0.4], [0.5, -0.1, 0.2], [-0.6, 0.2, 0.1], [-0.2, -0.7, -0.8], [-0.2, 0.3, 0.4], [0.4, 0.3, 0.3], [0.7, 0.1, 0.1], [0.1, 0.5, 0.1], [-1.2, 0.2, 0.4], [-0.2, -0.5, 0.5], [-0.3, 0.3, 0.1], [0.5, 0.6, -0.5], [-0.6, -0.1, 0.1], [0.5, 0.0, -0.1], [0.0, 0.1, -0.4], [0.6, 0.2, 0.5], [-0.3, 1.5, -0.2], [0.6, -1.0, 0.4], [-0.3, -0.3, 0.3], [-0.3, -0.3, 0.1], [-0.1, -0.3, 0.4], [0.1, -0.1, 0.0], [-0.6, 0.3, 0.9], [0.3, -1.2, 0.4], [0.0, 0.0, 0.2], [0.1, -0.3, -0.2], [-0.2, 0.8, -0.6], [0.0, 0.4, 0.5], [-0.8, 0.0, 0.3], [-0.7, -0.1, -0.1], [-0.3, 0.1, -0.5], [0.4, -0.8, 0.0], [0.6, -0.2, -0.7], [0.1, 0.4, -0.4], [0.3, 0.4, -1.0], [-0.4, -0.2, -0.3], [0.9, 0.3, -0.5], [0.2, 0.4, -0.9], [0.0, -0.9, -0.5], [0.6, 0.1, -0.3], [0.5, -0.8, 0.2], [-0.8, 0.9, 0.4], [-0.1, -0.2, -0.4], [1.0, -1.1, 0.5], [0.3, 0.0, -0.2], [-0.2, -0.5, 0.7], [0.6, -0.4, 0.3], [-0.8, 0.9, 0.1], [0.5, 0.1, -0.9], [-1.3, 1.3, 1.0], [0.9, -0.4, -1.3], [-0.1, 0.6, 0.4], [0.3, 1.0, 0.3], [-0.2, -1.5, -0.1], [1.1, 0.0, 0.0], [0.5, 0.3, 0.2], [-0.3, 0.0, 0.4], [-0.5, 0.2, -0.1], [0.1, -0.2, 0.8], [0.0, 0.3, -0.1], [-0.7, -0.3, 0.6], [0.0, 0.3, -0.1], [-0.4, -0.3, 0.0], [-0.3, 0.7, -0.5], [0.1, 0.0, -0.2], [0.1, 0.2, -0.4], [0.1, -0.1, -0.1], [-0.7, -0.1, 0.5], [0.9, 0.0, -0.3], [0.4, -0.5, -0.4], [-0.1, -0.4, 0.3], [0.0, 0.8, 0.1], [-0.5, -0.1, 0.1], [-0.9, -0.7, -0.3], [0.7, -0.4, 1.2], [-0.2, -0.6, 1.4], [-0.5, 0.9, -0.5], [-0.4, 0.2, 0.2], [0.3, 0.5, 0.2], [0.3, -0.3, 0.3], [0.3, 0.3, -0.7], [-0.1, 0.0, -0.2], [-0.4, -0.7, -0.8], [-0.7, 0.4, -0.4], [0.3, -0.1, -0.1], [0.5, 0.2, 0.7], [-1.0, 0.0, -0.6], [0.2, -0.5, -0.6], [0.1, 0.3, 0.6], [-0.8, -0.2, -1.2], [0.0, -0.1, 0.2], [0.7, 0.6, 1.4], [0.3, 0.0, -0.2], [-0.4, -0.1, 0.5], [0.1, 0.0, -0.4]]
}